(1)
Density functional theory data (ωB97M-V with the def2-TZVPD basis set) for a cluster of 4 separate species, C45H60BCl2F5NO6S in total.

XYZ file:
```
121
Properties=species:S:1:pos:R:3:forces:R:3
C 3.4278 1.9899 3.2839 0.2 0.0 -0.1
O 4.1694 0.7981 3.2491 0.1 0.0 0.4
C 3.5167 -0.2794 2.6205 0.3 0.0 -0.2
C 4.0589 -0.5485 1.2367 -0.3 -0.3 0.0
C 3.2203 -1.6042 0.5038 0.5 0.4 0.0
C 2.1781 -1.0469 -0.4492 -0.2 -0.4 0.2
C 0.9603 -0.4650 0.2591 0.0 0.1 0.0
C 1.0336 1.0417 0.5114 0.0 0.0 -0.8
C 0.2577 1.8884 -0.5179 0.3 0.1 0.5
C -0.9487 2.6079 0.0723 -0.2 -0.8 -0.7
C -2.0220 2.9406 -0.9649 0.1 0.6 0.4
C -3.4302 2.7876 -0.3958 0.0 -0.5 -0.1
B -3.9747 1.2498 -0.1345 0.2 0.3 -0.4
C -3.0268 0.1266 -0.8405 -0.4 0.0 0.1
C -3.1385 0.0619 -2.3813 0.2 0.1 0.3
C -3.9312 1.1565 -3.0352 -0.2 -0.1 -0.7
Cl -4.0262 0.8431 -4.8267 0.0 0.0 0.0
O -5.4046 1.0028 -0.5642 0.5 0.1 -0.1
C -6.0976 0.3960 0.4886 -0.2 0.7 -0.3
C -7.5675 0.7323 0.2868 -0.1 -0.3 0.3
C -8.1803 0.0999 -0.9599 -0.3 0.1 0.1
C -9.1922 -0.9945 -0.6362 0.0 0.4 -0.2
C -9.3778 -1.9500 -1.7730 -0.1 -0.3 0.0
F -9.9432 -1.2992 -2.8305 0.2 -0.1 -0.1
F -8.1953 -2.4523 -2.1990 -0.1 0.0 0.0
C -10.3149 -3.1658 -1.4332 -0.3 -0.7 0.1
F -9.7501 -4.3472 -1.8165 -0.8 1.2 0.5
F -10.5603 -3.2244 -0.0877 0.1 -0.2 -1.4
F -11.5131 -3.0426 -2.0672 0.9 -0.3 0.7
C -5.9404 -1.1423 0.4197 0.5 0.4 0.7
C -4.7879 -1.8476 1.1374 -0.4 -0.2 0.2
C -5.2359 -3.1117 1.8124 -1.3 -1.2 -0.2
O -6.2016 -3.7817 1.4746 1.4 1.0 0.6
O -4.4486 -3.5332 2.8267 -0.3 -0.6 -0.4
C -5.4050 1.1505 1.6789 -1.4 0.1 -0.7
C -5.7119 0.8944 3.1436 -0.1 -0.6 0.7
C -5.9240 -0.5041 3.6239 2.5 -2.6 2.1
O -5.0894 -1.2108 4.2164 -3.0 2.6 -2.0
Cl -7.5931 -1.1239 3.4133 0.4 0.1 0.2
N -5.9015 2.6382 1.4958 1.6 3.0 2.7
C -5.4736 3.5831 2.1800 -1.4 -3.1 -2.3
S -4.9667 4.8163 3.0262 0.0 0.0 -0.1
O -4.1230 1.0700 1.4048 1.5 -0.3 -0.2
H 2.3817 1.8034 3.4894 -0.4 -0.1 0.1
H 3.8234 2.6074 4.0723 0.2 0.2 0.3
H 3.5133 2.5384 2.3519 -0.1 0.2 -0.4
H 2.4442 -0.1338 2.5686 -0.3 0.2 0.1
H 3.6905 -1.1550 3.2331 0.0 -0.4 0.3
H 5.0812 -0.8870 1.3376 0.4 0.0 0.0
H 4.0695 0.3746 0.6747 0.1 0.4 -0.2
H 3.8902 -2.2625 -0.0304 0.2 -0.3 -0.3
H 2.7175 -2.2160 1.2430 -0.2 -0.3 0.2
H 1.8425 -1.8651 -1.0714 -0.1 -0.3 -0.3
H 2.6264 -0.3275 -1.1226 0.1 0.3 -0.2
H 0.8498 -0.9921 1.1980 -0.1 -0.2 0.3
H 0.0832 -0.7085 -0.3200 -0.5 0.1 -0.2
H 0.6959 1.2805 1.5077 -0.1 0.2 0.4
H 2.0763 1.3032 0.4137 0.5 0.3 0.4
H -0.0293 1.2505 -1.3397 -0.3 -0.3 -0.3
H 0.9124 2.6347 -0.9503 0.3 0.2 -0.2
H -1.3962 1.9532 0.8077 -0.2 -0.1 0.5
H -0.6155 3.5146 0.5496 0.1 0.3 0.5
H -1.8842 3.9824 -1.2364 0.1 0.3 -0.3
H -1.8357 2.3772 -1.8665 -0.1 -0.4 -0.3
H -3.3752 3.2759 0.5689 -0.1 0.2 0.4
H -4.1276 3.3901 -0.9682 -0.3 0.0 -0.3
H -1.9846 0.1907 -0.5616 0.4 0.3 0.1
H -3.3252 -0.8469 -0.4880 -0.1 -0.3 0.1
H -3.5875 -0.8702 -2.6851 -0.3 -0.4 -0.1
H -2.1512 0.0518 -2.8240 0.4 0.1 -0.2
H -4.9494 1.1929 -2.7030 -0.4 0.0 0.2
H -3.5060 2.1372 -2.9516 0.2 0.3 0.1
H -8.1173 0.3979 1.1625 -0.2 0.0 0.2
H -7.6897 1.7985 0.2220 0.2 0.4 0.1
H -8.7258 0.8690 -1.4814 -0.1 0.3 -0.4
H -7.4349 -0.2411 -1.6562 0.5 -0.2 -0.1
H -10.1510 -0.5161 -0.4941 -0.5 0.0 0.2
H -8.9737 -1.5104 0.2834 0.3 -0.4 0.2
H -5.8346 -1.3570 -0.6259 -0.3 -0.1 -0.6
H -6.8417 -1.5920 0.7887 -0.5 -0.3 0.0
H -4.0553 -2.1920 0.4246 0.3 -0.1 -0.3
H -4.2443 -1.2285 1.8337 0.2 0.3 0.1
H -3.7207 -2.9234 2.9400 0.2 0.4 0.2
H -4.8737 1.2460 3.7238 0.5 0.2 0.0
H -6.5677 1.4648 3.4591 -0.5 0.1 -0.1
C 9.6416 -3.6218 2.9511 0.0 0.0 0.0
C 8.8708 -4.6778 2.4850 0.0 0.0 0.0
C 7.4900 -4.5543 2.4225 0.0 0.0 0.0
C 6.8812 -3.3732 2.8228 0.0 0.0 0.0
C 7.6517 -2.3156 3.2853 0.0 0.0 0.0
C 9.0322 -2.4408 3.3508 0.0 0.0 0.0
H 10.7184 -3.7186 3.0008 0.0 0.0 0.0
H 9.3465 -5.5972 2.1698 0.0 0.0 0.0
H 6.8882 -5.3787 2.0639 0.0 0.0 0.0
H 5.8042 -3.2734 2.7759 0.0 0.0 0.0
H 7.1747 -1.3944 3.5947 0.0 0.0 0.0
H 9.6328 -1.6175 3.7141 0.0 0.0 0.0
C 5.1610 2.2001 -3.4383 -0.1 0.0 0.1
C 5.2970 3.4893 -3.9331 0.0 -0.1 -0.1
C 4.9102 4.5753 -3.1631 0.0 0.1 0.0
C 4.3889 4.3755 -1.8947 0.0 0.0 0.1
C 4.2567 3.0890 -1.3938 0.0 -0.1 0.0
C 4.6391 1.9998 -2.1653 0.0 0.1 -0.1
H 5.4564 1.3532 -4.0446 0.0 0.0 0.0
H 5.7013 3.6474 -4.9244 0.0 0.0 0.0
H 5.0096 5.5789 -3.5548 0.0 0.0 0.0
H 4.0838 5.2229 -1.2956 0.0 0.0 0.0
H 3.8487 2.9342 -0.4026 0.0 0.0 0.0
H 4.5256 0.9960 -1.7763 0.0 0.0 0.0
C 7.7207 -0.1627 -2.3972 0.0 0.0 0.0
C 8.4047 0.2738 -3.5228 0.0 0.0 0.0
C 9.6404 -0.2710 -3.8401 0.0 0.0 0.0
C 10.1892 -1.2572 -3.0340 0.0 0.0 0.0
C 9.5047 -1.6946 -1.9089 0.0 0.0 0.0
C 8.2718 -1.1448 -1.5876 0.0 0.0 0.0
H 6.7610 0.2657 -2.1497 0.0 0.0 0.0
H 7.9738 1.0418 -4.1521 0.0 0.0 0.0
H 10.1755 0.0732 -4.7157 0.0 0.0 0.0
H 11.1516 -1.6856 -3.2827 0.0 0.0 0.0
H 9.9305 -2.4635 -1.2817 0.0 -0.1 0.1
H 7.7411 -1.4839 -0.7077 0.0 0.0 0.0
```
Forces are in eV/Å.

Calculated values
Calculated total energy in eV: -111561.471
Total charge: -1
Gap between HOMO and LUMO in eV: 7.7
Relative energy (zero: lowest compared OMol25 entry of this formula, charge and spin) in eV: 0.562

Results of the Mulliken charge analysis, in e, for atoms 1 through 8: C -0.549; O -0.410; C -0.857; C 0.400; C -1.012; C -0.879; C -0.796; C 0.810

---

(2)
Density functional theory data (ωB97M-V with the def2-TZVPD basis set) for a structure of composition C45H61BIN10Sr.

XYZ file:
```
119
Properties=species:S:1:pos:R:3:forces:R:3
Sr 0.5127 -1.9201 -1.4738 -0.5 -2.0 -0.8
C -2.2224 1.1653 -5.4272 0.0 0.0 0.0
C -1.4684 0.1903 -4.5283 0.0 0.0 0.0
C -2.4020 -0.8923 -4.0016 0.0 0.0 0.0
C -0.7344 0.9170 -3.4354 0.0 -0.1 -0.1
C -0.3361 2.2581 -3.4044 0.0 -0.1 0.0
C 0.4137 2.3926 -2.2576 0.1 0.1 0.0
C 1.1545 3.6465 -1.9023 0.1 -0.1 -0.1
C 0.1904 4.8156 -1.7013 -0.1 0.0 -0.1
C 2.1336 3.9987 -3.0321 0.0 0.0 0.0
N 0.4316 1.2050 -1.6012 0.1 0.1 0.3
N -0.2786 0.2911 -2.3676 0.1 0.3 0.9
B 0.9465 0.6730 -0.1586 0.1 0.2 -0.4
N 2.5299 0.2029 -0.1580 0.0 0.3 0.1
N 2.6822 -1.1450 -0.4734 -0.5 0.8 0.0
C 3.9615 -1.4489 -0.4123 0.0 -0.2 0.0
C 4.6925 -0.3253 -0.0306 0.0 -0.1 0.0
C 3.7745 0.6937 0.1104 0.1 0.0 0.0
C 4.2475 2.0846 0.4383 0.0 -0.1 0.0
C 4.5379 2.8780 -0.8329 0.0 0.0 0.0
C 3.3534 2.8326 1.4022 -0.1 0.1 0.1
C 4.4713 -2.8425 -0.6771 0.0 0.1 -0.1
C 4.6832 -3.6212 0.6242 0.0 -0.1 0.0
C 3.5780 -3.6333 -1.6232 -0.1 -0.1 0.0
N 0.3070 1.3151 1.1541 0.0 0.1 -0.1
N -0.1660 0.2517 1.8820 0.1 0.0 0.1
C -0.8016 0.7092 2.9301 0.0 0.0 0.0
C -0.7706 2.1125 2.9311 -0.1 0.0 0.1
C -0.0746 2.4723 1.7977 -0.1 0.0 0.0
C 0.0687 3.9247 1.4136 0.0 0.0 0.0
C -1.3225 4.5448 1.2054 0.0 0.0 0.0
C 0.7849 4.7229 2.5115 0.0 0.0 0.0
C -1.4946 -0.2613 3.8424 0.0 0.0 0.0
C -2.8621 -0.6267 3.2592 0.0 0.0 0.0
C -1.6082 0.2735 5.2656 0.0 0.0 0.0
H -2.7335 0.6222 -6.2239 0.0 0.0 0.0
H -1.5512 1.8857 -5.8976 0.0 0.0 0.0
H -2.9766 1.7198 -4.8601 0.0 0.0 0.0
H -0.6958 -0.3155 -5.1165 0.0 0.0 0.0
H -3.2367 -0.4623 -3.4446 0.0 0.0 0.1
H -1.8772 -1.5951 -3.3537 0.0 0.0 0.0
H -2.8009 -1.4738 -4.8350 0.0 0.0 0.0
H -0.5248 3.0147 -4.1466 0.0 0.0 0.0
H 1.7236 3.4686 -0.9878 0.0 0.0 0.0
H -0.2741 5.0737 -2.6551 0.0 0.0 0.0
H 0.7175 5.7001 -1.3340 0.0 0.0 0.0
H -0.6078 4.5703 -1.0065 0.1 0.0 -0.2
H 1.5751 4.3066 -3.9174 0.0 0.0 0.0
H 2.7499 3.1469 -3.3166 0.0 0.0 0.0
H 2.7859 4.8242 -2.7372 0.0 0.0 0.0
H 0.4209 -0.3734 0.0042 0.1 0.3 -0.2
H 5.7591 -0.2458 0.1068 0.0 0.0 0.0
H 5.2110 1.9243 0.9305 0.0 0.0 0.0
H 3.6345 3.0267 -1.4132 0.0 0.0 0.0
H 5.2482 2.3444 -1.4654 0.0 0.0 0.0
H 4.9546 3.8583 -0.5884 0.0 0.0 0.0
H 2.3289 2.8289 1.0505 -0.1 0.1 0.0
H 3.6740 3.8718 1.5050 0.0 0.0 0.0
H 3.3535 2.3665 2.3891 0.0 0.0 0.0
H 5.4520 -2.7099 -1.1472 0.0 0.0 0.0
H 3.7224 -3.8502 1.0902 0.0 0.0 0.0
H 5.2949 -3.0676 1.3399 0.0 0.0 0.0
H 5.1747 -4.5722 0.4102 0.0 0.0 0.0
H 2.6071 -3.8539 -1.1675 0.0 0.0 0.0
H 4.0164 -4.6102 -1.8352 0.0 0.0 0.0
H 3.4084 -3.1236 -2.5713 0.0 0.0 0.0
H -1.2228 2.7882 3.6398 0.0 0.0 0.0
H 0.6263 4.0271 0.4875 0.1 -0.1 0.2
H -1.8286 4.6516 2.1666 0.0 0.0 0.0
H -1.9507 3.9191 0.5733 0.0 0.1 0.0
H -1.2437 5.5363 0.7543 0.0 0.0 0.1
H 0.1463 4.7941 3.3937 0.0 0.0 0.0
H 0.9918 5.7396 2.1676 0.0 0.0 0.0
H 1.7194 4.2634 2.8216 0.1 0.0 0.0
H -0.8851 -1.1699 3.8488 0.0 0.0 0.0
H -3.4942 0.2630 3.1811 0.0 0.0 0.0
H -3.3751 -1.3538 3.8948 0.0 0.0 0.0
H -2.7397 -1.0519 2.2613 0.0 0.0 0.0
H -2.2543 1.1552 5.3010 0.0 0.0 0.0
H -0.6320 0.5569 5.6636 0.0 0.0 0.0
H -2.0436 -0.4793 5.9257 0.0 0.0 0.0
C 2.1747 -1.8840 2.5783 0.0 0.0 0.0
C 1.1370 -2.9610 2.6961 0.0 0.0 0.0
C 1.1624 -3.8034 3.8084 0.0 0.0 0.0
C 0.2093 -4.7926 3.9347 0.0 0.0 0.0
C -0.7584 -4.9029 2.9536 0.0 0.0 0.0
C -0.7228 -4.0267 1.8742 0.0 0.1 0.0
N 0.2150 -3.0814 1.7345 0.0 -0.1 -0.1
C -1.8116 -4.1103 0.8580 0.1 0.0 -0.1
C -2.3086 -5.3513 0.4715 0.1 0.0 0.0
C -3.3018 -5.3922 -0.4806 0.0 0.0 0.0
C -3.8089 -4.2028 -0.9712 0.0 0.0 0.0
C -3.2910 -3.0037 -0.4946 0.0 0.0 0.1
N -2.2784 -2.9652 0.3760 -0.1 0.1 0.0
C -3.9289 -1.6975 -0.8477 0.0 0.0 0.1
C -5.1869 -1.6556 -1.4440 0.0 -0.1 -0.1
C -5.7760 -0.4249 -1.6751 0.0 0.0 0.0
C -5.1100 0.7190 -1.2845 0.0 0.0 0.0
C -3.8625 0.5927 -0.6738 0.0 -0.1 0.0
C -3.1270 1.8029 -0.1866 0.0 0.0 0.0
N -3.2861 -0.5898 -0.4765 0.0 0.0 0.0
H 2.4283 -1.5011 3.5689 0.0 0.0 0.0
H 1.7996 -1.0718 1.9693 0.0 0.0 0.0
H 3.0893 -2.2646 2.1223 -0.1 0.0 0.1
H 1.9310 -3.6629 4.5578 0.0 0.0 0.0
H 0.2090 -5.4574 4.7898 0.0 0.0 0.0
H -1.5503 -5.6350 3.0282 0.0 0.0 0.0
H -1.8449 -6.2567 0.8329 0.0 0.0 0.0
H -3.6596 -6.3402 -0.8599 0.0 0.0 0.0
H -4.5878 -4.2147 -1.7200 0.0 0.0 0.0
H -5.7114 -2.5637 -1.7031 0.0 0.0 0.0
H -6.7527 -0.3650 -2.1395 0.0 0.0 0.0
H -5.5439 1.7007 -1.4279 0.0 0.0 0.0
H -3.8060 2.4659 0.3544 0.0 0.0 0.0
H -2.7006 2.3582 -1.0258 0.1 0.0 0.0
H -2.3201 1.4951 0.4732 0.1 0.0 0.1
I 1.4087 -2.3131 -4.7431 0.0 0.1 0.3
N 0.0437 -5.7949 -1.4219 0.0 0.0 0.0
C -0.0330 -4.6430 -1.5613 0.2 0.2 0.1
```
Forces are in eV/Å.

Calculated values
Calculated total energy in eV: -72177.397
Total charge: -1
Gap between HOMO and LUMO in eV: 6.9
Relative energy (zero: lowest compared OMol25 entry of this formula, charge and spin) in eV: 0.000

Results of the Mulliken charge analysis, in e, for atoms 1 through 8: Sr 0.950; C -1.762; C 1.139; C -1.012; C -0.845; C -0.968; C 0.766; C 1.711